1.
{"formula": "C46H47Br2ClNOP2Si2Zr", "method": "ωB97M-V with the def2-TZVPD basis set", "elements": ["Zr", "Br", "Br", "Cl", "P", "P", "Si", "Si", "O", "N", "C", "C", "C", "C", "C", "C", "C", "C", "C", "C", "C", "C", "C", "C", "C", "C", "C", "C", "C", "C", "C", "C", "C", "C", "C", "C", "C", "C", "C", "C", "C", "C", "C", "C", "C", "C", "C", "C", "C", "C", "C", "C", "C", "C", "C", "C", "H", "H", "H", "H", "H", "H", "H", "H", "H", "H", "H", "H", "H", "H", "H", "H", "H", "H", "H", "H", "H", "H", "H", "H", "H", "H", "H", "H", "H", "H", "H", "H", "H", "H", "H", "H", "H", "H", "H", "H", "H", "H", "H", "H", "H", "H", "H"], "xyz": [[0.069, -0.217, -0.166], [2.457, -4.462, -1.559], [6.139, -1.129, -4.208], [-0.180, 2.022, 1.491], [-0.818, 2.030, -1.670], [-1.919, -1.886, -1.357], [1.938, -0.392, 1.909], [-1.251, -1.120, 2.197], [1.058, -1.764, -0.997], [1.888, 0.636, -1.497], [0.648, 2.344, -2.748], [4.066, 1.092, -3.276], [-2.064, 5.701, -0.299], [-1.753, 4.632, -1.119], [-2.340, -0.966, -4.000], [-1.541, -1.718, -3.137], [1.581, 1.511, -4.785], [3.161, 2.239, -3.053], [-0.833, -1.407, -5.825], [1.745, 3.893, -4.188], [-1.573, -3.645, -1.027], [2.198, -1.674, -1.661], [-2.297, 2.071, -2.715], [-4.699, 1.849, -2.753], [2.291, 2.954, -0.826], [-4.706, 2.195, -4.099], [4.184, -2.550, -2.787], [-0.919, 3.438, 0.760], [-2.105, -2.820, 2.252], [-3.516, 2.497, -4.744], [-3.736, -1.800, -1.275], [3.058, 1.120, 2.217], [0.158, -1.472, 6.108], [-0.395, -2.333, -3.649], [0.778, 3.748, -3.293], [-1.226, 4.492, 1.603], [-0.039, -2.170, -4.978], [2.968, -2.719, -2.035], [1.221, -0.850, 3.597], [-2.710, 0.076, 2.536], [0.613, 1.343, -3.897], [1.522, -1.230, 5.972], [2.528, 2.636, -4.453], [-2.311, 2.444, -4.055], [-3.498, 1.785, -2.065], [2.606, -0.324, -2.007], [2.035, 2.016, -1.998], [-1.150, 3.478, -0.607], [3.782, -0.148, -2.858], [-1.989, -0.819, -5.336], [4.569, -1.329, -3.180], [-1.798, 5.631, 1.063], [-0.663, -1.418, 4.995], [-0.147, -1.113, 3.731], [2.043, -0.921, 4.727], [3.184, -1.742, 1.437], [-2.527, 6.584, -0.718], [-0.108, 0.536, -3.939], [2.012, 4.834, -4.650], [-2.047, 6.460, 1.711], [0.169, 4.561, -2.925], [-4.040, -1.894, -0.233], [0.850, -2.661, -5.357], [1.731, 0.861, -5.636], [1.440, 3.034, -0.161], [-2.382, 0.964, 3.079], [-0.504, -3.790, -0.880], [-5.642, 2.241, -4.640], [-3.461, -0.426, 3.152], [-4.099, -0.845, -1.650], [2.171, -1.283, 6.836], [3.136, 2.592, -0.242], [-4.186, -2.605, -1.857], [-1.918, -4.258, -1.861], [-1.025, 4.412, 2.662], [-0.256, -1.707, 7.080], [3.109, -0.733, 4.638], [4.757, -3.432, -3.036], [3.315, 2.774, -5.191], [-1.392, 2.692, -4.570], [2.520, 3.955, -1.191], [2.703, -2.704, 1.251], [0.207, -2.965, -3.014], [-1.723, -1.618, 5.116], [-3.496, 1.522, -1.012], [-2.940, -2.898, 1.553], [-2.093, -3.942, -0.120], [-5.627, 1.631, -2.241], [-3.250, -0.498, -3.647], [3.793, 1.231, 1.416], [3.774, 3.087, -2.738], [-1.999, 4.676, -2.173], [-1.421, -3.653, 2.083], [2.536, 2.069, 2.341], [-3.215, 0.413, 1.624], [4.956, 1.278, -3.866], [-2.627, -0.245, -5.994], [3.877, -1.874, 2.273], [-2.524, -2.948, 3.255], [-3.522, 2.782, -5.787], [3.781, -1.479, 0.560], [3.622, 0.943, 3.137], [-0.564, -1.291, -6.868]], "forces_ev_per_a": [[-0.1, -0.3, 0.0], [0.0, 0.1, 0.0], [0.0, 0.0, 0.0], [0.0, 0.0, -0.1], [0.1, -0.3, 0.4], [0.2, 0.1, 0.2], [0.1, 0.0, 0.0], [0.0, -0.1, -0.3], [-0.2, 0.1, 0.3], [0.0, 0.0, -0.3], [0.0, 0.1, 0.0], [0.0, -0.1, 0.0], [0.0, 0.0, 0.0], [0.0, 0.0, 0.0], [0.0, 0.0, 0.0], [-0.1, 0.0, 0.0], [0.0, 0.0, 0.0], [0.0, 0.0, 0.0], [0.0, 0.0, 0.0], [0.0, 0.0, 0.0], [0.0, 0.0, -0.1], [0.1, 0.0, 0.1], [0.0, 0.1, 0.0], [0.0, 0.0, 0.0], [0.0, 0.0, 0.0], [0.0, 0.0, 0.0], [0.1, 0.0, -0.1], [0.0, 0.0, 0.0], [0.0, 0.1, 0.1], [0.0, 0.0, 0.0], [0.0, 0.0, 0.0], [0.0, -0.1, 0.0], [0.0, 0.0, 0.0], [-0.1, 0.0, -0.1], [0.0, 0.0, 0.0], [0.0, -0.1, 0.0], [0.0, 0.0, 0.0], [-0.2, 0.0, 0.1], [0.0, 0.1, -0.1], [0.0, 0.0, 0.0], [0.0, 0.0, 0.0], [0.0, 0.0, 0.0], [0.0, 0.0, 0.0], [0.0, 0.0, 0.0], [0.0, 0.0, 0.0], [0.0, 0.1, 0.1], [0.0, 0.1, 0.0], [0.0, 0.1, -0.1], [0.0, 0.2, 0.0], [0.0, 0.0, 0.0], [0.1, -0.1, -0.1], [0.0, 0.0, 0.0], [0.0, 0.0, 0.1], [0.0, 0.0, -0.1], [0.0, 0.0, 0.0], [-0.1, 0.0, 0.1], [0.0, 0.0, 0.0], [0.0, 0.0, 0.0], [0.0, 0.0, 0.0], [0.0, 0.0, 0.0], [0.0, 0.0, 0.0], [0.0, 0.0, 0.0], [0.0, 0.0, 0.0], [0.0, 0.0, 0.0], [0.0, -0.1, 0.1], [0.0, 0.0, 0.0], [0.0, 0.0, 0.0], [0.0, 0.0, 0.0], [0.0, 0.0, 0.0], [0.0, 0.0, 0.0], [0.0, 0.0, 0.0], [0.0, 0.0, 0.0], [0.0, 0.0, 0.0], [0.0, 0.0, 0.0], [0.0, 0.0, 0.0], [0.0, 0.0, 0.0], [0.0, 0.0, 0.0], [0.0, 0.0, 0.0], [0.0, 0.0, 0.0], [0.0, 0.0, 0.0], [0.0, 0.0, 0.0], [0.0, 0.0, 0.0], [0.1, 0.0, 0.1], [0.0, 0.0, 0.0], [0.0, 0.0, 0.0], [0.0, 0.0, 0.0], [0.0, 0.0, 0.0], [0.0, 0.0, 0.0], [0.0, 0.0, 0.0], [0.0, 0.0, 0.0], [0.0, 0.0, 0.0], [0.0, 0.0, 0.0], [0.0, 0.0, 0.0], [0.0, 0.0, 0.0], [0.0, 0.0, 0.0], [0.0, 0.0, 0.0], [0.0, 0.0, 0.0], [0.0, 0.0, 0.0], [0.0, 0.0, 0.0], [0.0, 0.0, 0.0], [0.0, 0.0, 0.0], [0.0, 0.0, 0.0], [0.0, 0.0, 0.0]], "total_charge": 1, "lumo_energy_ev": -3.81}

=====

2.
{"formula": "C46H47FeN3O3S2", "method": "ωB97M-V with the def2-TZVPD basis set", "elements": ["Fe", "S", "S", "O", "O", "O", "N", "N", "N", "C", "C", "C", "C", "C", "C", "C", "C", "C", "C", "C", "C", "C", "C", "C", "C", "C", "C", "C", "C", "C", "C", "C", "C", "C", "C", "C", "C", "C", "C", "C", "C", "C", "C", "C", "C", "C", "C", "C", "C", "C", "C", "C", "C", "C", "C", "H", "H", "H", "H", "H", "H", "H", "H", "H", "H", "H", "H", "H", "H", "H", "H", "H", "H", "H", "H", "H", "H", "H", "H", "H", "H", "H", "H", "H", "H", "H", "H", "H", "H", "H", "H", "H", "H", "H", "H", "H", "H", "H", "H", "H", "H", "H"], "xyz": [[-1.018, 0.608, -0.990], [1.891, 1.209, 0.296], [-2.422, 0.630, 1.675], [-1.044, 2.409, -1.882], [0.711, 0.487, -0.362], [-2.549, 1.035, 0.174], [-1.341, -1.022, -2.086], [-2.482, 1.943, -3.722], [-1.408, -3.045, -3.459], [0.658, -4.540, 1.896], [1.488, 1.384, 1.977], [1.919, -4.514, 2.464], [-0.018, 1.544, 6.656], [-0.647, 0.391, 6.075], [-1.973, 2.127, 2.568], [-1.376, -2.040, -2.657], [-2.268, 2.191, 3.935], [-1.487, 3.285, 1.941], [2.048, 2.583, 2.488], [3.709, -2.276, -0.693], [-1.284, 3.591, -5.595], [-1.910, 4.236, -3.129], [1.165, 1.991, 4.662], [-1.682, 4.461, 4.032], [2.822, -1.171, -0.573], [2.098, -2.063, 2.647], [-2.046, -5.022, -5.311], [6.015, -3.210, -0.445], [-1.664, 1.166, -4.671], [-0.991, 4.415, -4.322], [-1.883, -4.379, -2.950], [-2.013, -1.947, 1.415], [-1.476, 5.792, 4.802], [-0.274, -0.054, 4.887], [0.599, 0.771, 4.105], [-0.526, -3.120, -4.576], [0.793, -2.008, 2.181], [-1.853, 2.777, -2.776], [2.602, -3.302, 2.768], [4.400, -0.061, 0.816], [-0.839, 2.101, -5.495], [0.021, -0.742, 2.143], [1.850, 2.865, 3.800], [-1.342, -3.135, 1.473], [-1.314, -0.775, 1.821], [3.177, -0.089, 0.184], [5.272, -1.100, 0.645], [0.757, 0.465, 2.748], [0.818, 2.369, 5.956], [-1.319, 4.401, 2.711], [-1.281, -3.792, -5.759], [-2.305, 3.397, 4.644], [0.039, -3.191, 1.834], [-2.809, -4.937, -4.039], [4.969, -2.208, -0.154], [3.559, -3.421, 3.268], [0.077, 4.276, -4.048], [-0.990, -4.990, -2.765], [-0.813, 5.233, 2.226], [-0.687, -0.964, 4.469], [0.331, -3.748, -4.294], [-0.707, 4.021, -6.359], [4.741, 0.760, 1.390], [-0.614, -3.882, -6.620], [-2.324, 3.719, -5.870], [-0.191, -2.103, -4.914], [6.277, -1.043, 1.038], [-0.282, 1.690, 7.701], [2.712, -1.197, 2.906], [6.614, -3.475, 0.415], [-0.881, 1.752, -6.503], [-2.372, 0.525, -5.195], [-1.606, 4.831, -2.216], [-2.909, 4.529, -3.348], [5.593, -4.101, -0.911], [2.427, -5.434, 2.660], [-3.118, 2.598, -4.198], [-1.373, -0.138, 6.627], [-3.090, -5.947, -3.778], [-2.338, -4.153, -2.044], [0.097, -5.431, 1.676], [-1.072, 5.497, -4.540], [-1.785, -4.080, 1.197], [-1.944, -3.019, -6.078], [-1.399, 6.725, 4.104], [-1.166, 3.352, 0.953], [-0.952, 0.555, -4.164], [2.151, 3.834, 4.231], [-2.363, 5.947, 5.437], [-1.372, -5.854, -5.169], [-0.532, 5.727, 5.319], [1.277, 3.216, 6.400], [0.233, 2.077, -5.160], [-2.511, 3.434, 5.734], [3.490, -3.152, -1.319], [-2.632, 1.271, 4.274], [-3.116, -1.826, 1.179], [2.529, 3.238, 1.830], [-3.736, -4.393, -4.079], [1.868, -1.226, -0.965], [-2.772, -5.333, -6.088], [6.698, -2.779, -1.182]], "forces_ev_per_a": [[-1.2, 0.1, -0.3], [0.5, -0.4, -0.9], [-1.6, 0.5, 0.4], [-1.3, 0.0, -1.4], [1.5, 0.1, 0.3], [0.6, -0.3, 0.8], [-0.1, -1.2, -0.3], [0.0, 1.8, 2.1], [-0.6, -1.0, 1.2], [0.7, 3.4, 1.3], [0.2, -0.5, 0.7], [-0.8, 0.1, -0.9], [-0.8, -0.3, 0.4], [0.9, 1.2, 1.5], [1.0, 0.9, 0.0], [0.2, 1.7, 0.2], [-1.1, 0.4, -1.3], [-0.3, -1.3, 1.2], [-1.1, -1.6, 0.7], [-0.7, 0.6, -0.8], [-0.1, -0.7, 2.0], [0.4, -0.2, 2.3], [-0.9, -1.0, -1.9], [-0.4, 2.6, 0.9], [1.8, -1.7, 0.6], [0.5, 0.0, -0.1], [-0.3, -0.6, -1.8], [0.2, -0.4, -0.6], [-0.7, 0.3, 0.7], [0.8, 1.1, -0.5], [0.4, 0.6, -1.8], [-1.0, 0.2, 0.4], [-0.8, 0.6, -2.0], [0.7, 0.2, -1.6], [-0.1, 0.1, 0.5], [1.0, -0.1, -2.3], [-3.6, 1.2, -0.7], [1.2, -0.7, -0.8], [1.0, -1.5, 1.0], [0.3, 0.3, 0.1], [0.8, 1.3, -0.8], [1.8, -0.9, 0.9], [0.4, 1.0, 0.9], [0.6, 0.5, -0.4], [0.6, 0.9, -0.7], [-1.1, 0.0, 0.1], [0.5, -0.4, -0.5], [0.0, 0.7, -1.7], [-0.4, -1.4, 1.0], [0.8, 0.5, -0.8], [0.4, 1.0, 0.9], [1.4, -1.4, 0.5], [0.6, -1.5, -0.2], [0.5, -0.1, 1.6], [-0.1, 0.6, 0.6], [0.1, 0.0, -0.3], [-0.6, -0.1, 0.1], [-0.2, -0.1, -0.2], [-0.3, 0.1, 0.3], [0.0, 0.1, 0.0], [0.1, 0.3, 0.0], [0.7, 0.6, -1.2], [0.0, 0.9, 0.6], [0.1, -0.7, 0.3], [-0.3, -0.2, -0.2], [-0.2, -0.9, 0.6], [0.0, 0.1, 0.3], [0.2, 0.5, -0.2], [-0.5, -0.2, -0.1], [0.0, -0.1, 0.3], [0.4, -0.4, -0.8], [0.2, 0.1, -0.3], [-0.1, -0.6, -1.2], [-0.9, 0.3, -0.4], [0.1, -0.1, 0.2], [0.3, -0.4, 0.1], [0.3, -1.0, -0.2], [-0.6, -0.5, 0.8], [-0.1, -0.4, 0.3], [-1.1, 0.0, 1.7], [0.0, -0.1, -0.1], [0.1, -0.5, -0.2], [-0.4, 0.0, 0.1], [-1.0, 0.5, -0.3], [-0.2, -1.9, 1.1], [0.2, -0.3, -1.7], [0.0, -0.7, 0.8], [0.1, -0.5, -0.4], [0.7, 0.0, 0.2], [0.5, -0.3, -0.3], [0.1, 0.1, 0.6], [0.2, 0.7, 0.4], [-0.9, 0.1, -0.3], [-0.2, -0.1, -1.0], [-0.3, 0.5, 0.3], [-0.7, -1.0, 1.3], [1.5, -0.5, 0.2], [0.7, 1.0, -0.8], [-0.3, 0.6, -0.1], [-1.7, -0.2, -0.9], [0.6, 0.1, 0.1], [0.1, 0.0, 0.0]], "total_charge": 2, "lumo_energy_ev": [-4.88, -4.90], "multiplicity": 5}

=====

Respective maximum force values: 0.5 3.8 eV/A.
Respective energy relative to the best compared isomer or geometry (same formula, charge and spin) values: 21.7 0.0 kcal/mol.